[1]
Density functional theory data (wB97M-V/def2-TZVPD) for C8H21FLi4NO3 as an isolated structure.

Each line ends with the natural charge from an NBO analysis.
Geometry (Å):
Li  23.813  -10.277  12.721  0.905
Li  22.489  -11.435  16.304  0.940
Li  20.718  -12.669  13.273  0.842
Li  20.435  -8.841  14.017  0.940
F  23.064  -8.947  15.000  -0.968
C  20.205  -11.304  8.590  -0.630
C  20.766  -10.104  9.326  -0.079
O  20.734  -10.351  10.751  -0.981
H  20.044  -11.154  7.522  0.207
H  19.225  -11.503  9.023  0.203
H  20.832  -12.194  8.538  0.190
H  20.227  -9.217  8.994  0.147
H  21.757  -9.929  8.907  0.125
C  16.456  -11.949  14.985  -0.636
C  17.532  -11.743  16.069  -0.066
O  18.853  -11.533  15.546  -1.038
H  16.243  -11.101  14.333  0.201
H  15.475  -12.052  15.449  0.209
H  16.559  -12.868  14.408  0.193
H  17.493  -12.469  16.882  0.140
H  17.192  -10.871  16.629  0.135
C  19.659  -4.446  15.373  -0.621
C  19.321  -5.012  13.970  -0.075
C  20.459  -4.981  12.991  -0.068
O  20.502  -3.746  12.295  -0.528
C  21.652  -3.640  11.528  -0.250
N  18.755  -6.376  14.038  -0.885
H  20.286  -3.563  15.251  0.239
H  20.208  -5.183  15.960  0.204
H  18.730  -4.347  15.934  0.215
H  18.451  -4.480  13.587  0.194
H  20.388  -5.821  12.300  0.160
H  21.410  -5.117  13.508  0.163
H  22.532  -3.666  12.172  0.163
H  21.710  -2.635  11.111  0.202
H  21.622  -4.400  10.747  0.169
H  18.204  -6.279  14.879  0.367
H  18.096  -6.525  13.287  0.373

Computed properties:
Total charge = +1
Gap between HOMO and LUMO = 4.1 eV


[2]
Density functional theory data (wB97M-V/def2-TZVPD) for C8H21MnN5O as an isolated structure.

Each line ends with the natural charge from an NBO analysis.
Geometry (Å):
Mn  -0.128  0.105  1.077  1.513
N  -0.818  1.846  0.044  -0.837
C  -0.839  1.821  -1.429  -0.237
C  -0.547  0.441  -2.078  -0.242
N  0.304  -0.507  -1.255  -0.489
C  1.795  -0.627  -1.589  -0.221
C  2.629  0.538  -0.996  -0.226
N  2.266  0.751  0.413  -0.883
C  -0.314  -1.819  -1.280  -0.246
C  -1.652  -1.983  -0.622  -0.236
N  -1.645  -1.434  0.750  -0.911
H  -0.135  2.589  0.282  0.415
H  -1.751  2.028  0.460  0.428
H  -1.802  2.248  -1.766  0.228
H  -0.002  2.525  -1.800  0.202
H  -1.480  -0.066  -2.304  0.213
H  -0.035  0.747  -3.032  0.224
H  2.179  -1.538  -1.103  0.227
H  2.000  -0.614  -2.706  0.221
H  3.690  0.278  -1.215  0.213
H  2.454  1.445  -1.554  0.194
H  2.518  -0.059  0.987  0.398
H  2.808  1.527  0.841  0.401
H  -0.424  -2.227  -2.297  0.212
H  0.424  -2.492  -0.774  0.228
H  -2.489  -1.583  -1.244  0.214
H  -1.728  -3.102  -0.556  0.226
H  -2.505  -1.298  1.284  0.418
H  -1.040  -2.099  1.287  0.417
N  1.385  -2.467  2.015  -0.345
C  0.972  -1.374  1.854  -0.216
C  -1.219  1.250  3.726  -0.251
O  -1.037  1.157  2.296  -0.809
H  -0.975  0.336  4.246  0.183
H  -2.246  1.551  3.895  0.193
H  -0.612  2.108  4.141  0.182

Computed properties:
Energy above the lowest of the compared OMol25 structures with the same formula, charge and spin = 0.2367 eV
Total charge = +1
Spin multiplicity = 5
Expectation value of S² = 6.091
Gap between HOMO and LUMO (spin up / spin down) = 7.7 / 10.0 eV